# 1
10
Properties=species:S:1:pos:R:3:forces:R:3 method="wB97M-V/def2-TZVPD" total_charge=+1 spin_multiplicity=1 de_lowest_kcal_mol=4.1 energy_ha=-226.58587 lumo_ev=-3.69 orbital_gap_ev=11.35 smiles=c1c[nH+]c[nH]1
C -0.1001 0.9029 -0.7239 -1.19 0.09 0.99
H -0.4305 1.7035 -1.3587 0.39 0.22 -0.02
C -0.4178 -1.0502 0.2914 0.78 0.75 0.19
H -0.6975 -2.0755 0.4521 -0.31 0.06 0.21
H -1.7470 -0.3260 -1.1454 -0.17 -0.31 -0.02
N -0.9394 -0.1783 -0.5638 0.49 -0.71 -0.75
H 1.2640 -0.8447 1.5196 0.12 -0.19 0.16
H 1.5452 1.5506 0.4877 0.42 -0.50 0.32
C 0.8486 0.7703 0.2337 0.10 1.00 -1.00
N 0.6745 -0.4526 0.8071 -0.63 -0.43 -0.07

# 2
87
Properties=species:S:1:pos:R:3:forces:R:3 method="wB97M-V/def2-TZVPD" total_charge=+1 spin_multiplicity=2 de_lowest_kcal_mol=42.5 energy_ha=-6772.53119 lumo_ev="-3.94 / -3.81" orbital_gap_ev="5.30 / 5.43" s_squared=0.758
O 1.6653 -0.5867 -0.9472 -3.91 0.61 -0.58
N -3.7291 -1.1296 -3.7729 1.07 -0.32 -0.02
C -0.9325 2.5374 0.2558 1.64 -1.77 -2.12
C -1.1877 4.7982 -4.4843 -0.71 1.33 2.23
H -1.9475 5.6066 -4.7244 1.01 -1.45 -0.17
O -1.4420 2.2500 -0.8930 0.71 -0.18 1.36
H -3.2580 0.8435 -3.0593 0.27 -1.06 -0.17
H 2.0033 -0.3517 -3.4288 -0.27 1.14 -0.49
Cl 7.3023 -1.6954 -0.4757 0.89 0.05 0.01
P -1.5182 -0.6541 -2.1598 -1.12 -1.61 -0.64
H 3.3693 -1.9692 5.9734 -0.30 1.30 -0.69
H -0.4969 -2.4338 -3.7549 0.12 0.73 0.73
H -0.8154 5.7586 -2.4918 0.22 -0.16 -0.63
O -0.7719 -3.5480 1.2151 -1.08 -0.73 1.36
H -1.2568 3.6872 -6.2580 0.20 0.07 -0.23
C -1.3872 3.6642 1.0439 1.02 0.98 0.71
H 2.0037 0.0069 -5.8197 -0.56 0.60 -0.30
H 1.2827 3.0763 8.4508 -0.70 0.24 -0.14
C 2.8692 -0.9008 -0.7100 4.38 1.82 0.88
C 0.1908 2.8255 -4.9209 -0.88 -0.34 2.46
C -3.0815 -4.1156 3.8865 -0.62 0.14 0.74
H -0.3096 -5.7090 5.1108 -0.50 0.39 -0.49
H 2.5803 3.3850 3.6498 0.33 0.83 -0.62
Cl 3.2224 1.7491 -0.2198 -0.68 0.63 0.15
H -1.3954 4.5335 0.3829 -0.59 -0.12 -0.03
C -2.7577 -0.0902 -3.4552 0.53 1.86 -0.22
H -4.0437 -3.8046 4.3184 0.24 -0.25 -0.93
C 2.1396 2.1288 6.7788 0.08 1.73 -1.57
N -2.3180 -3.1032 -3.1932 0.20 0.48 0.22
C 0.7368 1.8357 -5.7550 0.68 -1.06 1.21
H -3.7970 -3.0285 -4.7215 0.60 0.45 0.48
H 0.6286 -4.9113 2.8471 -1.05 0.83 0.27
N 3.2761 -1.1340 5.3662 0.38 -2.67 1.73
H -3.8410 -4.1161 -2.3173 -1.16 -1.19 -0.02
C -3.1411 -3.4000 -2.0126 0.45 2.47 -0.95
C 5.6468 -1.3082 -0.5758 -0.34 -1.04 -0.15
Cl 2.4421 -3.5178 -1.3551 -0.25 0.33 -0.04
C 4.7932 -2.3376 -0.9368 0.08 -0.44 -0.19
Br 1.5094 4.5594 -1.4050 -0.38 -0.78 0.34
C -4.5399 -1.4042 -2.5796 1.27 -0.37 -0.16
C 5.2029 -0.0512 -0.2706 -1.76 0.07 0.12
C 2.8800 0.0651 5.7728 0.05 2.55 -1.16
S 2.5048 0.5608 7.4008 -0.11 -0.40 -0.14
C 1.4734 0.7765 -5.2441 0.47 -0.09 1.07
H -2.2927 -1.8324 -0.0891 -0.14 0.20 -0.43
H -0.5568 -2.9148 -2.0156 -0.44 0.52 -0.71
N 2.8323 1.0341 4.8662 0.92 -1.84 -0.31
C 3.4206 -2.1449 -0.9444 0.54 -0.78 -0.29
H -2.3393 3.3873 1.4351 -0.99 0.30 0.24
H 5.2111 -3.2989 -1.2717 -0.31 0.50 0.45
C 1.0363 1.5940 -2.9375 1.42 -1.39 -1.91
C 1.4285 3.1762 7.3788 0.93 -0.72 0.69
C 1.5898 0.6095 -3.8403 -1.06 0.29 1.08
C -0.5965 4.9239 -3.1684 0.35 -1.15 -0.48
H 0.4709 5.0840 7.0297 0.25 0.10 0.39
H -5.4223 -1.9124 -2.8741 -0.80 -0.73 -0.23
C -1.1083 -2.3675 -2.8305 0.91 -0.88 -0.12
H 1.5575 5.4410 4.7989 -0.42 -0.96 0.73
H -3.2148 -3.4154 1.7814 0.85 -0.12 1.01
H -0.7129 3.9434 1.8682 -0.18 -0.58 -0.25
C 3.8041 0.1679 -0.3535 1.17 -2.10 -0.53
C -3.0265 -2.3714 -4.2446 -1.33 -0.22 0.18
H 3.3034 -1.2736 4.3900 0.18 -0.07 -0.90
C 2.3604 3.4911 4.6883 -0.62 -3.12 1.83
O 0.1076 1.7959 0.5814 -1.22 0.77 -0.01
H -3.2729 -0.3820 -0.5585 0.13 -0.58 0.11
C -0.3725 -4.6273 3.2440 -2.11 -0.83 -0.60
C -2.7995 -1.3169 -0.9283 -0.12 1.13 0.64
H -4.8070 -0.4310 -2.1982 -0.32 0.15 0.43
C 2.5173 2.2252 5.3854 -1.65 1.55 1.86
H -2.2979 -2.0814 -5.0009 -0.10 -0.01 -0.08
C 0.2758 3.9217 -2.7256 -1.33 3.06 -0.37
N -3.8244 -2.1625 -1.5339 0.68 0.14 0.24
H -2.5891 -5.1172 5.7261 -0.16 0.18 -0.46
H 0.6151 1.8506 -6.7944 -0.45 0.35 -1.40
H -2.2088 0.3296 -4.3444 -0.42 -0.86 0.55
C -2.6091 -3.7966 2.6391 0.67 0.13 -1.01
C 0.4772 2.7756 -3.4841 1.17 -0.88 -1.58
C 1.1285 4.3116 6.6618 0.42 0.19 -1.19
C -0.9415 -5.1353 4.4097 0.96 0.40 -0.19
Nb 0.3169 0.7920 -1.2130 0.24 0.48 1.11
C 1.6383 4.4637 5.3443 0.25 1.27 -0.56
N -1.2821 -4.0140 2.3691 1.86 0.75 -1.53
C -2.2584 -4.8108 4.7284 0.80 -0.77 1.63
C -0.8026 3.7688 -5.2791 0.04 0.48 -1.50
H 5.9396 0.6732 0.0300 -0.26 0.49 -0.01
H -2.4503 -3.7017 -1.2364 -0.23 -0.54 0.29

# 3
38
Properties=species:S:1:pos:R:3:forces:R:3 method="wB97M-V/def2-TZVPD" total_charge=0 spin_multiplicity=1 de_lowest_kcal_mol=0.0 energy_ha=-1325.62294 lumo_ev=0.71 orbital_gap_ev=9.21 smiles="C=CCNC(=O)c1c([Si](C)(C)C)sc(C)c1C"
C -2.5178 -3.4257 0.6257 0.86 0.57 0.31
C 0.6298 2.3343 1.5404 0.00 0.24 -1.67
H -1.2045 -1.3530 -2.5334 0.71 0.18 -0.63
H -2.7848 2.0737 3.7048 0.59 -0.51 -0.16
C -0.2608 0.1936 0.6150 0.77 -0.60 0.20
C -0.3057 1.1895 1.6464 -0.10 -0.23 -0.64
H 0.9451 -3.0394 0.3557 0.85 0.22 0.37
C -1.1525 -0.8175 0.7363 -0.35 -0.20 -0.88
H -2.7464 -1.1705 -1.9066 -0.66 0.47 0.36
H 0.2250 -4.4530 -0.4588 0.09 1.60 -0.31
C 0.8683 0.0341 -0.3620 -0.35 2.59 -0.28
C -1.7161 1.7525 3.6927 -1.26 0.03 1.95
H 0.0915 1.7289 -1.3752 -0.07 -0.46 0.37
H -3.3925 -2.8622 0.8856 -0.55 0.36 0.15
H 4.6037 1.7481 -2.1954 0.98 -1.50 -0.91
H -2.4125 -2.6649 -2.7060 0.69 0.24 0.65
H -1.1767 2.6767 3.7842 0.58 0.32 -0.03
C -1.3239 0.9731 2.5339 0.06 -0.85 -2.17
C 2.6795 2.4307 -1.9738 0.86 1.97 0.76
H 2.5808 0.3902 -2.4123 -1.10 0.50 -0.52
O 1.7365 -0.7899 -0.1843 0.20 0.29 -0.92
H 1.3804 1.5995 -3.2911 0.26 -0.92 -0.20
H 0.1707 3.1538 0.9527 0.23 -0.18 0.43
C 4.0041 2.5823 -2.0432 -1.73 0.15 1.26
C -1.9700 -1.8999 -2.0238 -0.41 -0.69 0.03
H 4.5383 3.3887 -1.6009 0.00 0.95 -0.04
H -2.1060 -3.8516 1.5396 0.12 0.07 0.06
H -1.5462 1.1475 4.6210 -0.18 0.64 -0.57
C 0.3760 -3.3159 -0.5005 -1.68 -1.26 -0.32
H 2.0019 3.2031 -1.5778 0.70 0.26 -0.22
H 1.5509 2.0715 1.0214 -0.15 -0.29 -0.38
C 1.8949 1.2779 -2.3737 -0.40 -1.44 0.52
N 0.8267 1.0347 -1.3703 0.96 -1.65 0.17
H -2.8171 -4.2251 0.0096 -0.50 -1.19 -0.80
S -2.2343 -0.4195 1.9820 -0.11 0.01 1.25
Si -1.2781 -2.3932 -0.3328 -0.45 -0.40 0.31
H 1.0289 2.6949 2.4240 0.14 0.95 2.17
H 0.8132 -2.9981 -1.4492 0.39 -0.23 0.30

What did the first record say?
10
Properties=species:S:1:pos:R:3:forces:R:3 method="wB97M-V/def2-TZVPD" total_charge=+1 spin_multiplicity=1 de_lowest_kcal_mol=4.1 energy_ha=-226.58587 lumo_ev=-3.69 orbital_gap_ev=11.35 smiles=c1c[nH+]c[nH]1
C -0.1001 0.9029 -0.7239 -1.19 0.09 0.99
H -0.4305 1.7035 -1.3587 0.39 0.22 -0.02
C -0.4178 -1.0502 0.2914 0.78 0.75 0.19
H -0.6975 -2.0755 0.4521 -0.31 0.06 0.21
H -1.7470 -0.3260 -1.1454 -0.17 -0.31 -0.02
N -0.9394 -0.1783 -0.5638 0.49 -0.71 -0.75
H 1.2640 -0.8447 1.5196 0.12 -0.19 0.16
H 1.5452 1.5506 0.4877 0.42 -0.50 0.32
C 0.8486 0.7703 0.2337 0.10 1.00 -1.00
N 0.6745 -0.4526 0.8071 -0.63 -0.43 -0.07